1.
A cluster of 2 separate species, C5H11O3P in total. Source: OMol25; level of theory: ωB97M-V with the def2-TZVPD basis set.

## Properties
HOMO-LUMO gap	5.23	eV
calculated total energy	-20791.7765	eV
LUMO energy	6.70	eV
E_HOMO	1.46	eV
charge	-2

```
20
Properties=species:S:1:pos:R:3:forces:R:3
C 2.22596 0.08801 -1.01261 -1.0 0.6 0.4
C 2.08853 -1.58073 0.69847 -0.7 -1.1 2.5
C -1.09947 1.66582 0.16287 1.9 -0.7 -0.3
C 1.33309 -0.45121 0.10757 1.7 1.4 0.7
C -1.72768 0.30146 0.27137 1.0 -1.5 -1.8
O -4.27855 1.00862 -0.76432 0.7 -0.6 0.4
O -3.83316 -1.53136 -0.59249 0.7 0.4 0.2
O -2.68005 0.12554 1.28580 -2.4 -0.6 0.3
P -3.36846 -0.12622 -0.33007 -0.4 1.3 1.3
H 1.69154 1.03076 -1.30816 0.8 -0.6 -0.5
H 3.34310 0.40510 -0.67534 -1.4 -0.9 -0.9
H 2.07838 -0.73723 -1.78145 1.2 1.3 0.2
H 2.19919 -2.31058 -0.06122 0.5 -1.0 -1.0
H 1.40291 -2.11475 1.42941 0.9 0.4 -0.2
H 3.18842 -1.54060 1.22739 -1.4 0.5 -0.7
H -0.36936 1.52709 -0.68798 -0.9 0.8 0.5
H -1.87990 2.37833 0.04755 -0.6 0.8 -0.7
H -0.44991 2.05718 1.00381 -0.7 -1.0 -0.4
H 1.18319 0.39110 0.86333 0.1 -0.9 -0.5
H -1.04778 -0.58631 0.11607 -0.1 1.3 0.6
```
Positions in Å, forces in eV/Å.

---

2.
The molecule FH3P2. Source: OMol25; level of theory: ωB97M-V with the def2-TZVPD basis set.

## Properties
SMILES string	F[PH]#[PH2]
HOMO-LUMO gap	9.89	eV
calculated total energy	-21342.8830	eV
LUMO energy	0.48	eV
E_HOMO	-9.41	eV

```
6
Properties=species:S:1:pos:R:3:forces:R:3
F 1.64298 -0.18915 -0.35203 0.0 -0.1 -1.0
P 0.30389 -1.11186 -0.11369 0.6 0.2 -1.8
P -1.06355 0.47250 0.42745 0.1 2.1 -2.5
H 0.78639 -1.25215 1.11496 0.0 -0.8 2.5
H -1.66946 0.66400 -0.96475 0.5 -0.6 1.7
H -0.00025 1.41667 -0.11193 -1.1 -0.8 1.1
```
Positions in Å, forces in eV/Å.

---

3.
A cluster of 2 separate species, C3H3O3 in total. Source: OMol25; level of theory: ωB97M-V with the def2-TZVPD basis set.

## Properties
HOMO-LUMO gap	4.35	eV
calculated total energy	-9301.0853	eV
LUMO energy	3.21	eV
E_HOMO	-1.14	eV
charge	-1

```
9
Properties=species:S:1:pos:R:3:forces:R:3
C 1.66348 0.18826 -0.43224 -0.4 -0.3 -1.0
C 0.35609 -2.37625 -3.71969 -0.3 -1.5 -1.4
C 0.17106 -0.39423 -0.53455 0.7 2.9 0.2
O 1.34920 -2.27220 -4.34805 -1.5 0.4 1.6
O 2.19705 0.10566 -1.55240 0.0 0.1 0.7
O -0.70041 -2.70167 -3.29998 1.9 1.1 -0.2
H 0.06607 -1.15352 0.14027 0.0 -2.6 1.7
H 0.02226 -0.68626 -1.54746 -0.5 -0.2 -0.9
H -0.55970 0.33264 -0.12893 0.2 0.2 -0.6
```
Positions in Å, forces in eV/Å.

---

4.
A cluster of 2 separate species, C11H14N2 in total. Source: OMol25; level of theory: ωB97M-V with the def2-TZVPD basis set.

## Properties
HOMO-LUMO gap (alpha / beta)	8.47 / 4.44	eV
spin multiplicity	2
calculated total energy	-14605.9155	eV
LUMO energy (alpha / beta)	-3.66 / -7.60	eV
E_HOMO (alpha / beta)	-12.13 / -12.05	eV
charge	+1
<S²>	0.760

```
27
Properties=species:S:1:pos:R:3:forces:R:3
C -1.63500 -2.48777 0.19133 -0.2 -0.6 0.1
C -0.70153 -0.99245 -1.79058 0.9 -1.4 -1.1
C -1.70666 -1.64862 -1.00206 -0.8 1.0 1.1
C -2.68185 -0.23809 -2.24925 -0.6 0.5 -0.3
N -1.34441 -0.18308 -2.62582 -0.6 0.9 0.7
N -2.90848 -1.08380 -1.29304 0.2 -0.6 -0.2
H 0.30045 -1.32572 -2.02397 0.2 0.4 0.6
H -0.95451 0.61705 -3.10818 0.2 -0.4 -0.4
H -2.00698 -1.87003 1.01129 0.2 0.2 0.1
H -0.67639 -2.92283 0.44386 0.1 0.1 -0.1
H -3.45799 0.36503 -2.70948 0.3 0.0 0.0
H -2.40858 -3.26142 0.15289 0.1 -0.1 -0.3
C 1.76416 3.26465 2.04226 0.0 0.9 0.6
C 0.67683 -0.35155 1.75526 -0.7 0.9 -0.6
C 1.42575 -0.79077 0.66510 0.3 -0.1 0.3
C 0.67854 1.00286 2.07675 0.7 -0.5 0.3
C 1.62161 1.87311 1.51857 0.3 -0.2 0.0
C 2.38306 0.05540 0.10488 -0.9 0.0 0.0
C 2.51200 1.35482 0.57811 0.1 -0.1 -0.1
H -0.01771 -0.96726 2.30780 0.1 -0.4 -0.1
H 1.35987 -1.81618 0.32992 0.1 -0.1 0.0
H 0.06509 1.30374 2.91261 -0.1 0.3 0.0
H 2.95110 -0.30088 -0.73989 0.4 0.0 0.1
H 2.62681 3.83943 1.70158 0.2 -0.5 -0.3
H 1.87537 3.22843 3.13191 -0.2 0.0 -0.1
H 3.36518 1.93415 0.24930 -0.2 0.3 -0.2
H 0.91861 3.93611 1.84122 -0.1 -0.5 0.0
```
Positions in Å, forces in eV/Å.

---

5.
The molecule C7H18N2. Source: OMol25; level of theory: ωB97M-V with the def2-TZVPD basis set.

## Properties
SMILES string	CC(C)NCC(C)(C)N
HOMO-LUMO gap	9.54	eV
calculated total energy	-10530.6442	eV
LUMO energy	0.97	eV
E_HOMO	-8.58	eV

```
27
Properties=species:S:1:pos:R:3:forces:R:3
C -1.82723 1.08288 -1.09641 -0.2 -0.2 -0.1
C -1.84662 -0.40565 -0.79605 1.9 -0.8 -2.3
C -1.01469 -1.20313 -2.03722 -2.2 1.1 0.8
N -1.29602 -0.73729 0.49063 -0.4 -0.2 1.1
C 0.13246 -0.96754 0.60381 0.1 -0.2 -1.5
C 1.01792 0.28392 0.88034 0.4 0.0 0.1
C 1.89438 0.61970 -0.33494 -0.2 -0.1 0.2
C 1.94462 -0.03730 2.07017 -0.2 0.1 -0.2
N 0.17728 1.44399 1.15769 -0.1 0.0 0.1
H -2.21546 1.25958 -2.09792 0.0 0.0 -0.1
H -2.45415 1.61585 -0.38464 0.0 0.1 0.1
H -0.82300 1.48135 -1.01319 0.0 0.1 0.0
H -2.88184 -0.76326 -0.80125 0.2 -0.1 -0.2
H -1.16761 -2.27104 -1.89717 0.3 -0.1 0.0
H 0.02166 -0.94582 -2.24196 0.1 0.1 0.6
H -1.51739 -0.91181 -2.95746 -0.3 -0.1 -0.1
H -1.77885 -1.54767 0.85640 0.1 0.1 0.0
H 0.27007 -1.66983 1.42806 0.1 -0.1 -0.2
H 0.43937 -1.42516 -0.39517 0.3 0.2 1.7
H 2.48498 1.51240 -0.13237 0.1 0.1 0.0
H 2.57182 -0.20301 -0.55744 0.1 -0.1 -0.1
H 1.27850 0.81566 -1.20824 -0.1 0.0 -0.1
H 2.54742 -0.92177 1.86797 0.1 -0.1 0.0
H 1.35814 -0.21273 2.97267 0.0 0.0 0.0
H 2.62021 0.79804 2.25766 0.1 0.0 0.0
H 0.69740 2.14569 1.66733 0.0 0.0 0.1
H -0.63336 1.16394 1.69868 0.0 0.1 0.0
```
Positions in Å, forces in eV/Å.

---

6.
A structure of composition C27H33N4O4PS3Zr. Source: OMol25; level of theory: ωB97M-V with the def2-TZVPD basis set.

## Properties
HOMO-LUMO gap	6.70	eV
calculated total energy	-85765.9192	eV
LUMO energy	0.04	eV
E_HOMO	-6.65	eV

```
73
Properties=species:S:1:pos:R:3:forces:R:3
Zr 0.34421 0.63939 -1.15354 -0.2 0.1 0.4
N 0.53563 -0.72815 -3.09745 0.0 -0.1 0.0
C -0.56119 -1.71421 -3.09609 0.0 0.0 0.0
C -1.84997 -0.92650 -2.84766 0.1 0.0 0.0
O -2.86112 -1.21471 -3.47604 -0.1 0.1 0.0
N -1.65625 0.08794 -1.98708 0.0 0.0 0.0
C -2.55585 1.22561 -2.09578 0.2 -0.1 0.0
C -1.69376 2.46069 -2.37787 -0.2 0.0 -0.1
O -2.16694 3.51901 -2.71130 0.1 0.0 0.0
O -0.38824 2.24677 -2.23702 0.2 -0.1 -0.1
H 0.41512 -0.07612 -3.86795 0.0 0.0 0.0
H 1.44786 -1.15806 -3.19825 0.0 0.0 0.0
H -0.37808 -2.43840 -2.30041 0.0 0.0 0.0
H -0.66238 -2.24679 -4.04067 0.0 0.0 0.0
H -3.11206 1.41927 -1.17561 0.0 0.0 0.0
H -3.28184 1.08777 -2.89693 0.0 0.0 0.0
N 0.16213 -2.72124 0.23654 0.0 0.0 0.0
P -0.66552 -1.26503 0.68285 0.0 -0.1 -0.2
C -0.54170 -1.33728 2.50241 0.0 0.1 0.0
C -1.18070 -2.37061 3.19004 0.0 0.0 0.0
C -1.05175 -2.48026 4.56434 0.0 0.0 0.0
C -0.29093 -1.55160 5.26453 0.0 0.0 0.0
C 0.33942 -0.52012 4.58684 0.0 0.0 0.0
C 0.21809 -0.41129 3.20644 0.0 0.0 0.1
C -2.39972 -1.73873 0.42972 0.0 0.0 0.0
C -3.38315 -0.97439 1.05959 0.0 0.0 0.0
C -4.72274 -1.23640 0.82019 0.0 0.0 0.0
C -5.09155 -2.26237 -0.03936 0.0 0.0 0.0
C -4.11811 -3.03024 -0.65831 0.0 0.0 0.0
C -2.77596 -2.76908 -0.42569 0.0 0.0 0.0
C 1.47395 -2.61675 -0.18030 -0.1 0.1 0.0
C 2.34591 -3.70444 -0.02988 0.0 -0.1 0.0
C 3.64679 -3.58649 -0.45163 0.0 0.0 0.0
C 4.07124 -2.38341 -1.01105 0.0 0.0 0.0
C 3.15367 -1.36811 -1.12884 0.0 0.0 0.0
N 1.86836 -1.46520 -0.74363 0.1 0.0 0.0
H -0.04207 -3.57881 0.73201 0.0 0.0 0.0
H -1.80550 -3.07611 2.65233 0.0 0.0 0.0
H -1.55452 -3.28074 5.09189 0.0 0.0 0.0
H -0.19710 -1.63167 6.34010 0.0 0.0 0.0
H 0.92802 0.20858 5.12954 0.0 0.0 0.0
H 0.70867 0.39247 2.67826 0.0 0.0 0.0
H -3.09318 -0.16874 1.72257 0.0 0.0 0.0
H -5.48116 -0.63410 1.30351 0.0 0.0 0.0
H -6.13875 -2.45769 -0.23064 0.0 0.0 0.0
H -4.40158 -3.81925 -1.34200 0.0 0.0 0.0
H -2.02159 -3.36395 -0.92481 0.0 0.0 0.0
H 1.98359 -4.61526 0.42812 0.0 0.0 0.0
H 4.33285 -4.41579 -0.33951 0.0 0.0 0.0
H 5.09044 -2.23868 -1.33769 0.0 0.0 0.0
H 3.43614 -0.41607 -1.55458 0.0 0.0 0.0
C -0.73122 3.76437 2.58692 0.0 -0.1 -0.1
C -0.06279 2.74234 1.69513 -0.1 0.0 0.1
S -1.19141 1.80952 0.71736 0.3 -0.1 -0.2
C 1.26761 2.58027 1.67638 0.1 -0.1 0.1
C 2.20823 3.39332 2.53862 -0.1 -0.1 0.0
S 2.04938 1.31629 0.71047 -0.2 0.2 -0.1
H -1.73534 3.42847 2.84223 0.0 0.0 0.0
H -0.83049 4.72233 2.06968 0.0 0.0 0.0
H -0.17528 3.92792 3.51026 0.0 0.0 0.0
H 2.28020 2.97818 3.54916 0.0 0.0 0.0
H 1.87878 4.42907 2.62709 0.0 0.0 0.0
H 3.21097 3.38750 2.11322 0.0 0.0 0.0
C 2.05475 3.88195 -1.64637 -0.1 -0.1 0.0
S 3.09030 2.46632 -2.01606 0.0 0.2 0.0
C 3.56719 2.97360 -3.66818 -0.1 -0.1 0.1
O 2.16633 1.27786 -2.33517 -0.1 0.0 0.0
H 2.68526 4.77047 -1.67517 0.1 0.0 0.0
H 1.64764 3.74084 -0.64592 0.0 0.0 0.0
H 1.24600 3.92187 -2.37349 0.0 0.0 0.0
H 4.18751 3.86491 -3.58513 0.0 0.0 0.0
H 2.66942 3.17037 -4.25140 0.0 0.0 0.0
H 4.13983 2.15758 -4.10386 0.0 0.0 0.0
```
Positions in Å, forces in eV/Å.

---

7.
A structure of composition C4H3N3O5. Source: OMol25; level of theory: ωB97M-V with the def2-TZVPD basis set.

## Properties
HOMO-LUMO gap	9.10	eV
calculated total energy	-18894.3986	eV
LUMO energy	-1.77	eV
E_HOMO	-10.87	eV

```
15
Properties=species:S:1:pos:R:3:forces:R:3
C 0.78590 0.63785 1.45294 0.0 1.4 0.5
C -2.10625 0.04591 0.02190 -4.0 -1.3 3.7
C -0.86903 0.41641 -0.52593 2.5 0.8 -3.1
C 0.52053 0.36478 0.08701 -0.5 -3.2 -0.2
N 0.94402 0.88451 2.56669 -0.1 -0.3 -0.4
N 0.92196 -1.53247 0.26754 -1.5 4.2 -0.4
N 1.61261 0.53159 -0.90305 0.6 2.2 2.3
O -0.08662 -2.05190 0.52288 -0.9 -2.2 0.5
O 2.64483 1.02005 -0.51248 0.3 0.0 0.5
O 2.05105 -1.76756 0.17199 1.6 -1.3 -0.1
O 1.39432 0.17598 -1.99861 -0.6 -1.2 -2.9
O -1.80751 1.40077 -0.07885 1.6 1.0 0.0
H -3.05449 -0.08602 -0.53040 1.0 -1.0 -0.3
H -2.24098 -0.34331 1.11214 0.7 0.6 -1.9
H -0.71035 0.30340 -1.65376 -0.6 0.4 1.6
```
Positions in Å, forces in eV/Å.

---

8.
A structure of composition C11H16BClN6V. Source: OMol25; level of theory: ωB97M-V with the def2-TZVPD basis set.

## Properties
HOMO-LUMO gap (alpha / beta)	8.54 / 5.86	eV
spin multiplicity	4
calculated total energy	-59491.1472	eV
LUMO energy (alpha / beta)	0.56 / -2.41	eV
E_HOMO (alpha / beta)	-7.98 / -8.27	eV
<S²>	3.763

```
36
Properties=species:S:1:pos:R:3:forces:R:3
H 0.74579 3.24403 1.62584 -0.1 -0.3 0.1
N 0.31357 1.65381 0.26813 0.1 0.5 -1.3
B -0.03460 0.30565 -1.88948 -0.2 -0.1 1.2
N 0.31436 1.60003 -1.12308 0.4 0.8 1.1
C 0.66968 2.79405 -1.62337 -0.1 -0.3 0.8
V -0.03076 -0.15793 1.40435 0.8 1.3 -4.3
H 0.73915 2.92969 -2.69035 0.0 0.1 0.0
C 0.89792 3.65226 -0.55931 0.0 -0.1 0.0
H 1.20840 4.66988 -0.61804 0.1 0.4 0.0
C 0.65914 2.90967 0.60463 -0.1 -0.6 -1.3
H 0.01011 0.44612 -3.08032 0.0 0.0 0.1
C -0.73978 -1.68924 2.39367 -2.1 -1.7 2.0
H -0.72745 -1.44479 3.46223 -0.2 -0.6 -0.2
H -0.07664 -2.53958 2.16341 -0.1 0.4 -0.1
H -1.76222 -1.87395 2.03610 0.3 -0.2 0.3
N -1.44628 -0.07304 -1.39741 -0.9 -0.3 0.8
N 0.92810 -0.78688 -1.37247 0.7 -0.7 1.2
N -1.71944 -0.24546 -0.04621 -0.3 -0.1 -1.3
N 1.03346 -1.09046 -0.00964 1.4 -1.2 -2.2
C -2.56045 -0.26781 -2.12324 0.2 0.0 0.8
C 1.78183 -1.55374 -2.06839 0.0 -0.2 1.2
H -2.52751 -0.16955 -3.19716 -0.1 0.0 0.1
H 1.84405 -1.44935 -3.13763 0.1 -0.1 0.0
C -3.58714 -0.58194 -1.24828 0.1 0.0 0.0
C 2.45630 -2.38609 -1.16779 -0.5 0.5 -0.2
C -3.02610 -0.55992 0.03649 0.8 0.3 -1.1
C 1.95997 -2.07245 0.10021 -0.7 1.0 -1.3
H -4.59844 -0.80537 -1.50496 -0.3 -0.1 -0.1
H 3.20040 -3.10740 -1.39956 0.4 -0.4 -0.1
H -3.52528 -0.78080 0.96574 0.2 0.1 0.1
H 2.22578 -2.48104 1.05712 0.0 0.1 0.1
H -1.02212 0.55845 2.41026 -1.6 0.5 2.1
Cl 2.15235 -0.98315 3.42129 0.7 -0.7 0.5
C 1.36984 0.39373 2.70605 -0.1 1.7 0.4
H 0.79624 0.94007 3.46960 1.0 0.1 0.1
H 2.07778 1.00254 2.13153 0.0 0.0 0.6
```
Positions in Å, forces in eV/Å.

---

Copy entry 5 word for word.
The molecule C7H18N2. Source: OMol25; level of theory: ωB97M-V with the def2-TZVPD basis set.

## Properties
SMILES string	CC(C)NCC(C)(C)N
HOMO-LUMO gap	9.54	eV
calculated total energy	-10530.6442	eV
LUMO energy	0.97	eV
E_HOMO	-8.58	eV

```
27
Properties=species:S:1:pos:R:3:forces:R:3
C -1.82723 1.08288 -1.09641 -0.2 -0.2 -0.1
C -1.84662 -0.40565 -0.79605 1.9 -0.8 -2.3
C -1.01469 -1.20313 -2.03722 -2.2 1.1 0.8
N -1.29602 -0.73729 0.49063 -0.4 -0.2 1.1
C 0.13246 -0.96754 0.60381 0.1 -0.2 -1.5
C 1.01792 0.28392 0.88034 0.4 0.0 0.1
C 1.89438 0.61970 -0.33494 -0.2 -0.1 0.2
C 1.94462 -0.03730 2.07017 -0.2 0.1 -0.2
N 0.17728 1.44399 1.15769 -0.1 0.0 0.1
H -2.21546 1.25958 -2.09792 0.0 0.0 -0.1
H -2.45415 1.61585 -0.38464 0.0 0.1 0.1
H -0.82300 1.48135 -1.01319 0.0 0.1 0.0
H -2.88184 -0.76326 -0.80125 0.2 -0.1 -0.2
H -1.16761 -2.27104 -1.89717 0.3 -0.1 0.0
H 0.02166 -0.94582 -2.24196 0.1 0.1 0.6
H -1.51739 -0.91181 -2.95746 -0.3 -0.1 -0.1
H -1.77885 -1.54767 0.85640 0.1 0.1 0.0
H 0.27007 -1.66983 1.42806 0.1 -0.1 -0.2
H 0.43937 -1.42516 -0.39517 0.3 0.2 1.7
H 2.48498 1.51240 -0.13237 0.1 0.1 0.0
H 2.57182 -0.20301 -0.55744 0.1 -0.1 -0.1
H 1.27850 0.81566 -1.20824 -0.1 0.0 -0.1
H 2.54742 -0.92177 1.86797 0.1 -0.1 0.0
H 1.35814 -0.21273 2.97267 0.0 0.0 0.0
H 2.62021 0.79804 2.25766 0.1 0.0 0.0
H 0.69740 2.14569 1.66733 0.0 0.0 0.1
H -0.63336 1.16394 1.69868 0.0 0.1 0.0
```
Positions in Å, forces in eV/Å.

---

Q: Look up the calculated total energy of the fourth one.
A: -14605.9155 eV